Density functional theory data (the ωB97M-V functional and the def2-TZVPD basis) for a structure of composition C22H20KN2PSe3Te.

For the energy relative to the best compared isomer or geometry (same formula, charge and spin), the calculation gives 8.54 kcal/mol. The value obtained for the gap between HOMO and LUMO is 4.5 eV. Its net charge is -2. The HOMO energy comes out at -0.301 eV. Its total energy is -9373.5365 Ha.

Geometry (Å):
K (-0.6230, -0.5354, -0.5447)
Se (4.5339, -0.0739, -1.1534)
Se (2.5149, -1.0994, -0.4939)
Te (2.3838, -3.0387, -2.1917)
Se (-0.0799, -3.4792, -2.4916)
C (-3.1248, -2.3941, 6.6114)
C (-3.8987, -2.2384, 5.4653)
C (-3.3027, -1.8672, 4.2687)
C (-1.9286, -1.6269, 4.1822)
C (-1.1694, -1.7873, 5.3381)
C (-1.7582, -2.1708, 6.5408)
P (-1.2577, -1.0926, 2.5340)
C (0.5515, -1.0747, 2.8761)
C (1.2150, -2.2961, 3.0197)
C (2.5925, -2.3475, 3.1563)
C (3.3414, -1.1767, 3.1156)
C (2.6995, 0.0399, 2.9563)
C (1.3123, 0.0925, 2.8471)
C (-1.6984, 0.6884, 2.4767)
C (-1.7472, 1.4577, 3.6513)
C (-2.0500, 2.8067, 3.5838)
C (-2.2909, 3.3717, 2.3283)
C (-2.2231, 2.5858, 1.1845)
C (-1.9327, 1.1972, 1.1803)
H (-3.5850, -2.6888, 7.5472)
H (-4.9681, -2.4106, 5.5027)
H (-3.9133, -1.7504, 3.3795)
H (-0.1024, -1.6055, 5.2987)
H (-1.1418, -2.2865, 7.4249)
H (0.6472, -3.2212, 2.9922)
H (3.0874, -3.3077, 3.2330)
H (4.4226, -1.2200, 3.1472)
H (3.2798, 0.9496, 2.8663)
H (0.8195, 1.0469, 2.7053)
H (-1.5473, 1.0008, 4.6169)
H (-2.0949, 3.4108, 4.4831)
H (-2.5285, 4.4302, 2.2521)
H (-2.4104, 3.0909, 0.2358)
C (0.9573, -0.0653, -4.1089)
C (0.9334, 1.1940, -3.3177)
N (0.3004, 1.4185, -2.1871)
C (0.6716, 2.6901, -1.7891)
C (1.5358, 3.2340, -2.6809)
N (1.6866, 2.2729, -3.6592)
H (0.3153, -0.8308, -3.6683)
H (1.9627, -0.4934, -4.1017)
H (0.6423, 0.1077, -5.1422)
H (0.3110, 3.1084, -0.8612)
H (2.0732, 4.1659, -2.6930)
H (2.3535, 2.2852, -4.4076)

Density functional theory data (the ωB97M-V functional and the def2-TZVPD basis) for an isolated molecule of C22H20N4O4.

For the energy relative to the best compared isomer or geometry (same formula, charge and spin), the calculation gives 14.06 kcal/mol. The value obtained for the gap between HOMO and LUMO is 8.5 eV. Its net charge is 0. The HOMO energy comes out at -8.009 eV. Its total energy is -1370.3739 Ha. As for the SMILES: COc1ccc(C(=O)Nn2cc3c(c2-c2ccccc2)c(=O)n(C)c(=O)n3C)cc1.

Geometry (Å):
C (2.7808, 1.8959, -7.4238)
O (2.0006, 0.8698, -6.8544)
C (1.6484, 0.9631, -5.5511)
C (1.9759, 2.0205, -4.7050)
C (1.5603, 1.9991, -3.3886)
C (0.8012, 0.9469, -2.8857)
C (0.4247, 0.9957, -1.4540)
O (1.0510, 1.5924, -0.6094)
N (-0.7340, 0.3183, -1.1481)
N (-1.1135, 0.1199, 0.1583)
C (-2.2034, 0.7235, 0.7389)
C (-2.1780, 0.3982, 2.0692)
C (-1.0274, -0.4014, 2.3003)
C (-0.3752, -0.5535, 1.0812)
C (0.8563, -1.2482, 0.7340)
C (0.9226, -2.0515, -0.4031)
C (2.1069, -2.6705, -0.7542)
C (3.2371, -2.4983, 0.0267)
C (3.1735, -1.7151, 1.1673)
C (1.9930, -1.0914, 1.5221)
C (-0.7526, -0.9377, 3.6129)
O (0.1780, -1.6545, 3.9184)
N (-1.7042, -0.5497, 4.5591)
C (-1.5297, -1.0220, 5.9225)
C (-2.8224, 0.2463, 4.3607)
O (-3.5722, 0.5117, 5.2778)
N (-3.0441, 0.7104, 3.0874)
C (-4.1929, 1.5450, 2.8249)
C (0.4872, -0.1164, -3.7330)
C (0.9058, -0.1080, -5.0438)
H (3.7450, 1.9943, -6.9159)
H (2.9470, 1.5985, -8.4578)
H (2.2569, 2.8564, -7.4034)
H (2.5565, 2.8570, -5.0595)
H (1.8198, 2.8077, -2.7224)
H (-1.2668, -0.1532, -1.8655)
H (-2.8787, 1.3173, 0.1592)
H (0.0358, -2.2184, -0.9992)
H (2.1468, -3.2911, -1.6379)
H (4.1633, -2.9792, -0.2514)
H (4.0515, -1.5862, 1.7822)
H (1.9422, -0.4767, 2.4052)
H (-2.4026, -1.5976, 6.2293)
H (-0.6377, -1.6436, 5.9426)
H (-1.4180, -0.1734, 6.5971)
H (-3.8728, 2.5145, 2.4402)
H (-4.8487, 1.0656, 2.0959)
H (-4.7256, 1.6794, 3.7647)
H (-0.0516, -0.9785, -3.3687)
H (0.6785, -0.9280, -5.7065)

Density functional theory data (the ωB97M-V functional and the def2-TZVPD basis) for an isolated molecule of C22H20N6.

For the energy relative to the best compared isomer or geometry (same formula, charge and spin), the calculation gives 82.53 kcal/mol. The value obtained for the gap between HOMO and LUMO is 7.8 eV. Its net charge is 0. The HOMO energy comes out at -7.925 eV. Its total energy is -1178.7476 Ha. As for the SMILES: c1ccc(-c2nc3ccc(N4C[C@H]5C[C@@H]4CN5)nn3c2-c2ccncc2)cc1.

Geometry (Å):
C (0.8896, 6.7824, -1.8162)
C (0.3962, 5.7797, -2.7123)
C (0.1786, 4.4765, -2.3447)
C (0.3165, 4.0514, -1.0418)
C (-0.1100, 2.7355, -0.6680)
N (-1.3833, 2.2783, -0.9525)
C (-1.4278, 1.0804, -0.3029)
C (-2.4915, 0.1421, -0.3717)
C (-2.2699, -1.0701, 0.4242)
C (-1.0129, -1.2835, 1.0375)
N (-0.6576, -2.3802, 1.8572)
C (0.6740, -2.5601, 2.3706)
C (0.7574, -3.9807, 2.6279)
C (-0.7430, -4.3031, 3.0471)
C (-1.2280, -3.7079, 1.6877)
C (-0.4668, -4.4657, 0.5538)
N (0.7332, -4.8021, 1.3080)
N (-0.0595, -0.3847, 0.9815)
N (-0.2783, 0.7905, 0.3865)
C (0.6390, 1.8803, 0.1936)
C (2.0540, 2.0329, 0.5547)
C (2.9945, 2.4651, -0.3528)
C (4.3714, 2.4876, 0.0203)
N (4.7963, 2.2473, 1.2721)
C (3.8765, 1.9780, 2.1733)
C (2.4734, 1.7865, 1.9218)
C (0.9208, 4.9654, -0.1213)
C (1.2426, 6.3416, -0.5021)
H (1.0844, 7.7502, -2.2098)
H (0.1949, 5.8205, -3.7701)
H (-0.4415, 3.8402, -2.9029)
H (-3.4164, 0.4627, -0.7418)
H (-2.8863, -1.9577, 0.5484)
H (1.5732, -2.4448, 1.6354)
H (0.7278, -2.0264, 3.3282)
H (1.6157, -4.1937, 3.3218)
H (-1.1383, -3.7773, 3.9479)
H (-0.9847, -5.3326, 3.2001)
H (-2.2864, -3.7290, 1.5622)
H (-0.0626, -3.8691, -0.3155)
H (-0.9926, -5.3512, 0.0494)
H (0.7597, -5.8469, 1.4783)
H (2.5306, 2.6939, -1.2780)
H (5.1728, 2.7477, -0.6819)
H (4.2548, 1.9988, 3.1860)
H (1.8121, 1.5404, 2.7115)
H (1.0447, 4.7540, 0.9043)
H (1.6529, 6.9574, 0.1954)

Density functional theory data (the ωB97M-V functional and the def2-TZVPD basis) for a structure of composition C22H20N7O5Ti.

For the energy relative to the best compared isomer or geometry (same formula, charge and spin), the calculation gives 4.38 kcal/mol. The value obtained for the gap between HOMO and LUMO (spin up / spin down) is 7.0 / 7.6 eV. The spin multiplicity is 2. Its expectation value of S² is 0.753. Its net charge is +2. The HOMO energy (spin up / spin down) comes out at -13.979 / -14.652 eV. Its total energy is -2458.9852 Ha.

Geometry (Å):
Ti (-0.5100, -0.1934, -0.3447)
O (-2.4442, -4.0979, 0.1378)
C (-1.7924, -3.0336, -0.2632)
O (-2.2268, -1.8947, -0.2778)
C (-0.4198, -3.2825, -0.8013)
C (0.1300, -4.4717, -1.1992)
C (1.3574, -4.4222, -1.8708)
C (1.9517, -3.2024, -2.1465)
C (1.3095, -2.0580, -1.7040)
N (0.1770, -2.1210, -1.0220)
C (1.6515, -0.6166, -2.0264)
O (2.7579, -0.2397, -2.2794)
O (0.5306, 0.1135, -1.9336)
H (-3.3511, -3.8451, 0.4000)
H (-0.3893, -5.4047, -1.0279)
H (1.8196, -5.3400, -2.2126)
H (2.8720, -3.1234, -2.7105)
C (-5.1814, 2.0327, -1.5836)
C (-3.9953, 1.6168, -2.1755)
C (-3.0010, 1.0938, -1.3761)
C (-3.2102, 0.9934, 0.0052)
C (-4.3970, 1.3964, 0.5999)
C (-5.3852, 1.9206, -0.2076)
N (-2.1380, 0.4122, 0.7165)
N (-2.1587, 0.2329, 1.9164)
C (-0.9814, -0.4501, 2.3959)
C (-0.9161, -0.7399, 3.7303)
C (0.1889, -1.4298, 4.2098)
C (1.1822, -1.7856, 3.3241)
C (1.0432, -1.4530, 1.9886)
N (-0.0314, -0.8125, 1.5187)
H (-5.9654, 2.4477, -2.2056)
H (-3.8532, 1.7020, -3.2437)
H (-2.0810, 0.7654, -1.8543)
H (-4.5322, 1.2958, 1.6691)
H (-6.3220, 2.2417, 0.2278)
H (-1.7253, -0.4151, 4.3720)
H (0.2691, -1.6801, 5.2602)
H (2.0651, -2.3156, 3.6570)
H (1.8056, -1.6954, 1.2638)
C (4.1698, 4.0799, -0.6855)
N (3.1277, 3.1166, -0.3426)
C (1.7038, 3.3091, -0.5470)
C (1.1744, 2.0260, 0.0148)
O (-0.0600, 1.7173, -0.0007)
N (2.1346, 1.2412, 0.4651)
C (3.2894, 1.9356, 0.2327)
N (4.4692, 1.4432, 0.5836)
H (3.7580, 4.7970, -1.3898)
H (4.9987, 3.5755, -1.1816)
H (4.5267, 4.6147, 0.1935)
H (1.4521, 3.3839, -1.6059)
H (1.3089, 4.1797, -0.0214)
H (4.5136, 0.5171, 0.9690)
H (5.3307, 1.9226, 0.3887)